(1)
Here is C33H33BClF4N3Ti as an isolated structure in a non-equilibrium geometry from the Open Molecules 2025 dataset. Energies are from ωB97M-V with the def2-TZVPD basis set.

Calculated values
energy	-3175.2660	a.u.
net charge	+2
LUMO level	-7.7	eV
energy relative to the best compared isomer or geometry (same formula, charge and spin)	50.7	kcal/mol

```
76
C33H33BClF4N3Ti, DFT ωB97M-V with the def2-TZVPD basis set
Ti 0.200 -0.138 1.646
C -3.736 3.476 0.281
C -3.406 2.431 -0.778
C -2.496 2.586 -1.825
C -2.253 1.503 -2.673
C -1.311 1.624 -3.945
C -2.885 0.275 -2.418
C -3.772 0.036 -1.407
C -4.412 -1.274 -1.329
C -3.978 1.149 -0.578
H -4.428 4.268 -0.041
H -2.810 3.970 0.706
H -4.246 3.008 1.130
H -2.069 3.540 -2.097
H -0.418 0.998 -3.754
H -1.049 2.683 -4.046
H -1.810 1.326 -4.913
H -2.737 -0.478 -3.149
H -5.166 -1.390 -2.120
H -4.904 -1.393 -0.347
H -3.618 -2.034 -1.410
H -4.468 1.089 0.350
C 0.824 3.156 0.255
C 2.033 2.285 0.654
C 3.256 2.769 0.205
C 4.420 2.140 0.624
C 4.310 0.837 1.244
C 3.062 0.371 1.497
N 1.942 1.034 1.181
C 2.941 -0.961 2.125
C 4.057 -1.701 2.526
C 3.855 -2.970 3.021
C 2.590 -3.414 3.293
C 1.516 -2.609 2.971
N 1.685 -1.424 2.303
C 0.081 -2.887 3.231
C -0.495 -4.070 3.776
C -1.871 -4.075 3.957
C -2.598 -2.960 3.524
C -1.998 -1.823 3.006
C -2.722 -0.578 2.570
N -0.673 -1.793 2.837
H -0.009 2.622 -0.190
H 1.022 3.814 -0.527
H 0.697 3.779 1.137
H 3.297 3.745 -0.313
H 5.308 2.766 0.472
H 5.239 0.424 1.729
H 5.058 -1.273 2.372
H 4.739 -3.600 3.171
H 2.568 -4.439 3.728
H 0.092 -5.010 3.982
H -2.413 -4.835 4.479
H -3.685 -2.964 3.744
H -3.821 -0.797 2.537
H -2.429 -0.291 1.535
H -2.485 0.255 3.323
Cl 3.143 -0.627 -5.241
C 2.332 -1.011 -3.771
C 1.003 -1.241 -3.816
C 0.252 -1.266 -2.649
C 0.848 -1.023 -1.413
C -0.080 -0.661 -0.257
C 2.195 -0.972 -1.341
C 3.000 -0.938 -2.535
H 0.605 -1.484 -4.783
H -0.827 -1.320 -2.814
H -0.485 -1.564 0.258
H -1.024 -0.219 -0.705
H 2.788 -0.845 -0.413
H 4.084 -0.840 -2.479
F 3.500 2.706 -2.917
B 2.339 2.418 -3.428
F 2.098 2.249 -4.633
F 1.311 2.520 -2.539
F -0.703 1.339 2.214
```

(2)
Here is C33H33Cl2PSe3SiTaTe2 as an isolated structure from the Open Molecules 2025 dataset. Energies are from ωB97M-V with the def2-TZVPD basis set.

Calculated values
energy	-10625.6911	a.u.
net charge	+1
LUMO level	-3.8	eV
energy relative to the best compared isomer or geometry (same formula, charge and spin)	32.0	kcal/mol

```
76
C33H33Cl2PSe3SiTaTe2, DFT ωB97M-V with the def2-TZVPD basis set
Ta 0.269 -1.299 -0.698
Se 1.542 -2.501 1.277
Se 2.947 -1.878 -0.481
Te 2.043 -3.604 -2.133
Se 0.395 -2.070 -3.209
C 3.842 1.017 -5.862
C 2.933 2.012 -5.528
C 2.159 1.887 -4.386
C 2.265 0.753 -3.581
C 3.188 -0.231 -3.916
C 3.977 -0.097 -5.049
P 1.295 0.724 -2.041
C 2.180 1.975 -1.089
C 3.515 2.073 -1.143
C 4.253 2.876 -0.169
C 3.605 3.636 0.710
C 2.109 3.761 0.756
C 1.380 2.653 -0.041
C -0.433 1.177 -2.285
C -1.059 2.200 -2.989
C -2.444 2.219 -3.038
C -3.176 1.220 -2.404
C -2.543 0.208 -1.695
C -1.150 0.173 -1.605
H 4.450 1.117 -6.751
H 2.833 2.890 -6.151
H 1.483 2.686 -4.113
H 3.301 -1.110 -3.298
H 4.693 -0.869 -5.296
H 4.074 1.533 -1.898
H 5.334 2.850 -0.190
H 4.158 4.245 1.417
H 1.862 4.697 0.235
H 0.476 3.067 -0.491
H -0.492 2.967 -3.502
H -2.955 3.004 -3.581
H -4.258 1.236 -2.464
H -3.145 -0.550 -1.210
Cl -1.752 -3.112 -0.872
C -2.100 -4.002 -2.389
Cl -3.074 -3.058 -3.496
H -2.653 -4.877 -2.066
H -1.160 -4.250 -2.864
C 1.642 3.947 2.203
Te 0.520 1.033 1.153
C -1.360 2.019 1.133
H 0.559 4.068 2.267
H 2.096 4.844 2.625
H 1.933 3.101 2.825
H -1.149 3.086 1.152
H -1.911 1.735 2.022
H -1.899 1.751 0.229
C -1.046 0.389 5.894
C -2.208 0.538 5.152
C -2.270 0.046 3.856
C -1.176 -0.597 3.266
C -0.019 -0.744 4.039
C 0.047 -0.259 5.336
Si -1.484 -1.398 1.580
C -2.033 -3.134 2.064
C -3.350 -3.540 1.832
C -3.803 -4.780 2.259
C -2.944 -5.639 2.930
C -1.639 -5.246 3.188
C -1.195 -4.002 2.765
H -0.994 0.769 6.906
H -3.069 1.030 5.583
H -3.194 0.152 3.297
H 0.856 -1.231 3.626
H 0.954 -0.388 5.912
H -2.718 -0.728 1.083
H -4.031 -2.876 1.311
H -4.829 -5.073 2.076
H -3.296 -6.607 3.263
H -0.971 -5.903 3.730
H -0.181 -3.708 3.018
```

(3)
Here is C33H33ClO7P3S3Sn as an isolated structure in a non-equilibrium geometry from the Open Molecules 2025 dataset. Energies are from ωB97M-V with the def2-TZVPD basis set.

Calculated values
energy	-4696.6871	a.u.
net charge	+1
LUMO level	-3.9	eV
energy relative to the best compared isomer or geometry (same formula, charge and spin)	0.0	kcal/mol

```
81
C33H33ClO7P3S3Sn, DFT ωB97M-V with the def2-TZVPD basis set
Sn -1.571 1.366 0.346
O -2.864 0.002 2.168
S -2.862 -1.242 1.473
O -3.696 -1.380 0.348
O -1.292 -1.453 0.969
C -2.814 -2.495 2.707
C -3.896 -3.084 3.326
C -3.676 -3.844 4.468
C -2.385 -3.983 4.979
C -1.302 -3.381 4.361
C -1.511 -2.638 3.201
P -0.299 -1.764 2.193
C 1.089 -2.644 1.465
C 1.063 -3.083 0.145
C 2.184 -3.712 -0.373
C 3.312 -3.904 0.410
C 3.334 -3.457 1.723
C 2.226 -2.823 2.252
C 0.213 -0.184 2.878
C 1.242 0.510 2.233
C 1.528 1.813 2.616
C 0.763 2.429 3.599
C -0.242 1.725 4.250
C -0.511 0.409 3.910
H -4.886 -2.932 2.927
H -4.507 -4.311 4.973
H -2.229 -4.563 5.873
H -0.310 -3.485 4.771
H 0.188 -2.911 -0.466
H 2.179 -4.046 -1.399
H 4.181 -4.391 -0.003
H 4.219 -3.589 2.323
H 2.239 -2.446 3.264
H 1.830 0.030 1.455
H 2.329 2.346 2.122
H 0.956 3.454 3.878
H -0.828 2.202 5.021
H -1.283 -0.143 4.428
O -0.090 5.236 -0.473
Cl -0.599 4.049 0.010
O -1.067 4.137 1.333
O 0.401 3.010 -0.004
O -1.680 3.560 -0.793
C -5.421 1.311 -0.879
P -3.688 1.320 -1.499
C -3.726 2.739 -2.656
C -3.673 -0.072 -2.707
H -6.117 1.367 -1.716
H -5.569 2.170 -0.224
H -5.593 0.398 -0.315
H -4.445 2.562 -3.454
H -2.730 2.890 -3.067
H -3.987 3.635 -2.103
H -4.508 0.032 -3.399
H -3.736 -1.026 -2.188
H -2.733 -0.024 -3.260
S 0.255 3.312 -3.014
P 1.040 1.659 -2.344
S -0.161 0.204 -1.320
C 1.592 0.621 -3.753
C 1.623 -0.766 -3.695
C 2.023 -1.493 -4.800
C 2.404 -0.846 -5.965
C 2.405 0.538 -6.013
C 1.998 1.271 -4.911
C 2.538 1.820 -1.311
C 3.103 3.075 -1.143
C 4.279 3.204 -0.424
C 4.899 2.082 0.102
C 4.328 0.828 -0.064
C 3.142 0.694 -0.764
H 1.303 -1.271 -2.798
H 2.035 -2.572 -4.748
H 2.699 -1.422 -6.829
H 2.721 1.046 -6.911
H 1.964 2.350 -4.946
H 2.606 3.938 -1.565
H 4.719 4.180 -0.281
H 5.834 2.185 0.633
H 4.813 -0.049 0.341
H 2.686 -0.279 -0.895
```

(4)
Here is C33H33CsN10O as an isolated structure in a non-equilibrium geometry from the Open Molecules 2025 dataset. Energies are from ωB97M-V with the def2-TZVPD basis set.

Calculated values
energy	-1920.2615	a.u.
net charge	-2
LUMO level	3.5	eV
energy relative to the best compared isomer or geometry (same formula, charge and spin)	4.5	kcal/mol

```
78
C33H33CsN10O, DFT ωB97M-V with the def2-TZVPD basis set
Cs 0.138 -1.078 -0.036
C 0.058 1.498 -3.994
C -1.442 1.410 -3.719
N -1.776 0.351 -2.797
C -2.924 0.572 -1.934
C -2.655 1.754 -1.031
C -3.526 2.834 -0.925
C -3.154 3.904 -0.126
C -1.926 3.880 0.517
C -1.122 2.755 0.361
C 0.243 2.639 1.011
N 1.265 2.186 0.082
C 1.631 3.128 -0.964
C 0.805 3.009 -2.239
N 0.841 1.678 -2.797
N -1.502 1.721 -0.379
H 0.211 2.308 -4.736
H 0.379 0.569 -4.475
H -1.963 1.323 -4.690
H -1.783 2.354 -3.288
H -1.818 -0.553 -3.244
H -3.049 -0.303 -1.287
H -3.868 0.741 -2.481
H -4.463 2.826 -1.467
H -3.809 4.761 -0.025
H -1.585 4.710 1.122
H 0.154 1.895 1.810
H 0.497 3.601 1.487
H 2.107 1.961 0.600
H 2.683 2.943 -1.200
H 1.577 4.172 -0.615
H 1.177 3.774 -2.948
H -0.235 3.269 -2.030
H 1.787 1.342 -2.898
O 1.720 -5.840 -0.560
C 1.531 -4.607 -0.715
N 1.218 -3.691 0.167
C 1.067 -4.255 1.496
C 0.517 -3.292 2.540
C -0.410 -3.754 3.472
C -0.906 -2.904 4.440
C -0.455 -1.597 4.474
C 0.476 -1.212 3.524
N 0.957 -2.023 2.584
C 1.761 -4.090 -2.141
C 2.429 -4.929 -3.035
C 2.694 -4.484 -4.315
C 2.277 -3.213 -4.684
C 1.604 -2.458 -3.738
N 1.344 -2.874 -2.504
H 2.035 -4.629 1.867
H 0.425 -5.146 1.477
H -0.759 -4.777 3.402
H -1.662 -3.242 5.138
H -0.842 -0.880 5.184
H 0.864 -0.197 3.513
H 2.714 -5.906 -2.673
H 3.222 -5.118 -5.018
H 2.462 -2.809 -5.671
H 1.248 -1.461 -3.985
N 4.133 2.408 0.924
C 4.886 3.196 1.316
C 5.798 4.153 1.787
C 7.149 4.096 1.406
N 8.264 4.048 1.095
C 5.357 5.200 2.614
N 4.998 6.067 3.293
C -4.359 -1.470 3.950
C -4.072 -2.479 3.040
C -3.329 -2.197 1.896
C -2.826 -0.923 1.550
C -3.167 0.052 2.511
C -3.895 -0.189 3.675
H -4.931 -1.675 4.851
H -4.419 -3.494 3.229
H -3.125 -3.047 1.239
H -2.845 1.087 2.356
H -4.103 0.625 4.366
```

Number 1: Kohn-Sham gap 5.44 eV. Number 2: Kohn-Sham gap 6.51 eV. Number 3: Kohn-Sham gap 5.98 eV. Number 4: Kohn-Sham gap 5.09 eV.